# C84H219N17O25

A cluster of 17 separate species, C84H219N17O25 in total in a non-equilibrium geometry (wB97M-V/def2-TZVPD, the OMol25 dataset).

Properties
HOMO in eV: -8.7
Kohn-Sham gap in eV: 9.003

Last columns: bonded neighbours and bond lengths (Å).
Positions of all 345 atoms, in Å:
1 C -3.8737 -0.2682 -5.1018  C2 1.556, H7 1.090, H8 1.090, H9 1.090
2 C -4.6397 0.3311 -6.3160  C1 1.556, C3 1.551, N6 1.422, H10 1.090
3 C -6.0607 -0.2765 -6.4454  C2 1.551, O4 1.447, H11 1.090, H12 1.090
4 O -6.1667 -1.7171 -6.3661  C3 1.447, C5 1.415
5 C -6.1167 -2.3959 -7.6061  O4 1.415, H13 1.090, H14 1.090, H15 1.090
6 N -4.6345 1.7482 -6.1929  C2 1.422, H16 1.010, H17 1.010
7 H -3.6780 -1.3292 -5.2572  C1 1.090
8 H -4.2968 -0.1185 -4.1085  C1 1.090
9 H -2.8601 0.1178 -4.9942  C1 1.090
10 H -4.0720 0.0061 -7.1879  C2 1.090
11 H -6.5801 0.0200 -7.3566  C3 1.090
12 H -6.6331 0.0550 -5.5790  C3 1.090
13 H -5.2145 -2.0281 -8.0950  C5 1.090
14 H -6.9413 -2.2770 -8.3089  C5 1.090
15 H -5.8995 -3.4591 -7.5036  C5 1.090
16 H -5.4348 2.1508 -5.7265  N6 1.010
17 H -3.9101 1.9580 -5.5210  N6 1.010
18 C 3.0056 1.6011 -1.2298  C19 1.569, H24 1.090, H25 1.090, H26 1.090
19 C 2.6489 1.5755 0.2982  C18 1.569, C20 1.547, N23 1.402, H27 1.090
20 C 3.8313 1.2354 1.2364  C19 1.547, O21 1.437, H28 1.090, H29 1.090
21 O 4.6724 0.1091 0.9380  C20 1.437, C22 1.363
22 C 4.0539 -1.1004 1.0516  O21 1.363, H30 1.090, H31 1.090, H32 1.090
23 N 2.0988 2.8086 0.6766  C19 1.402, H33 1.010, H34 1.010
24 H 2.2619 2.0902 -1.8590  C18 1.090
25 H 3.2629 0.5945 -1.5592  C18 1.090
26 H 3.9134 2.2025 -1.2772  C18 1.090
27 H 1.8774 0.8127 0.4031  C19 1.090
28 H 3.4604 1.1164 2.2545  C20 1.090
29 H 4.5267 2.0739 1.1991  C20 1.090
30 H 3.1281 -1.1270 0.4768  C22 1.090
31 H 3.8838 -1.3491 2.0991  C22 1.090
32 H 4.7512 -1.8327 0.6447  C22 1.090
33 H 1.1916 2.9843 0.2689  N23 1.010
34 H 2.6930 3.4822 0.2148  N23 1.010
35 C 8.9850 -3.3106 6.5457  C36 1.504, H41 1.090, H42 1.090, H43 1.090
36 C 7.5683 -3.1544 7.0248  C35 1.504, C37 1.564, N40 1.417, H44 1.090
37 C 6.6919 -1.9694 6.5008  C36 1.564, O38 1.378, H45 1.090, H46 1.090
38 O 5.5103 -1.8349 7.1972  C37 1.378, C39 1.399
39 C 4.5333 -1.0139 6.6233  O38 1.399, H47 1.090, H48 1.090, H49 1.090
40 N 6.9097 -4.3598 6.6758  C36 1.417, H50 1.010, H51 1.010
41 H 9.5812 -2.4499 6.8489  C35 1.090
42 H 8.9659 -3.3207 5.4559  C35 1.090
43 H 9.5194 -4.1783 6.9322  C35 1.090
44 H 7.4934 -3.0783 8.1096  C36 1.090
45 H 6.4276 -2.1059 5.4522  C37 1.090
46 H 7.2410 -1.0322 6.5918  C37 1.090
47 H 3.6881 -0.9865 7.3109  C39 1.090
48 H 4.2405 -1.2231 5.5944  C39 1.090
49 H 4.8636 0.0247 6.6095  C39 1.090
50 H 6.9678 -4.4232 5.6695  N40 1.010
51 H 5.9393 -4.2127 6.9141  N40 1.010
52 C -1.1832 5.4849 -0.1645  C53 1.533, H58 1.090, H59 1.090, H60 1.090
53 C -1.1806 4.2205 0.7027  C52 1.533, C54 1.553, N57 1.455, H61 1.090
54 C -2.5151 3.9399 1.4462  C53 1.553, O55 1.417, H62 1.090, H63 1.090
55 O -2.8029 5.0256 2.3098  C54 1.417, C56 1.395
56 C -3.8838 4.8736 3.1791  O55 1.395, H64 1.090, H65 1.090, H66 1.090
57 N -0.7612 3.0896 -0.1104  C53 1.455, H67 1.010, H68 1.010
58 H -0.3823 5.6310 -0.8892  C52 1.090
59 H -1.0635 6.3774 0.4497  C52 1.090
60 H -2.1163 5.4269 -0.7248  C52 1.090
61 H -0.3607 4.3082 1.4156  C53 1.090
62 H -2.4713 3.0478 2.0710  C54 1.090
63 H -3.2637 3.9165 0.6543  C54 1.090
64 H -3.8391 5.6118 3.9798  C56 1.090
65 H -3.8468 3.9461 3.7505  C56 1.090
66 H -4.7933 4.8099 2.5817  C56 1.090
67 H -0.7223 2.2864 0.5008  N57 1.010
68 H -1.6032 3.0080 -0.6620  N57 1.010
69 C -2.4554 -6.1402 -0.7687  C70 1.546, H75 1.090, H76 1.090, H77 1.090
70 C -2.8589 -4.6925 -0.4050  C69 1.546, C71 1.527, N74 1.454, H78 1.090
71 C -2.6871 -4.2217 1.0371  C70 1.527, O72 1.438, H79 1.090, H80 1.090
72 O -3.7132 -4.8511 1.8235  C71 1.438, C73 1.432
73 C -3.6274 -4.2806 3.1338  O72 1.432, H81 1.090, H82 1.090, H83 1.090
74 N -1.9835 -3.9150 -1.2668  C70 1.454, H84 1.010, H85 1.010
75 H -2.4170 -6.2919 -1.8474  C69 1.090
76 H -3.1617 -6.8682 -0.3698  C69 1.090
77 H -1.4666 -6.3690 -0.3712  C69 1.090
78 H -3.8912 -4.5262 -0.7131  C70 1.090
79 H -2.8023 -3.1381 1.0648  C71 1.090
80 H -1.7147 -4.3971 1.4972  C71 1.090
81 H -3.8643 -3.2175 3.1760  C73 1.090
82 H -2.6394 -4.3930 3.5802  C73 1.090
83 H -4.3192 -4.7478 3.8346  C73 1.090
84 H -2.0527 -4.3438 -2.1786  N74 1.010
85 H -2.3056 -2.9654 -1.3879  N74 1.010
86 C 0.5465 -9.5950 1.2579  C87 1.574, H92 1.090, H93 1.090, H94 1.090
87 C 0.4212 -9.0954 2.7453  C86 1.574, C88 1.559, N91 1.459, H95 1.090
88 C 0.1595 -7.5583 2.7716  C87 1.559, O89 1.379, H96 1.090, H97 1.090
89 O 0.6157 -6.9653 3.9304  C88 1.379, C90 1.419
90 C 0.3683 -5.5733 4.0484  O89 1.419, H98 1.090, H99 1.090, H100 1.090
91 N -0.5182 -9.8786 3.5407  C87 1.459, H101 1.010, H102 1.010
92 H -0.2539 -9.2508 0.6029  C86 1.090
93 H 0.4801 -10.6794 1.1695  C86 1.090
94 H 1.4472 -9.2142 0.7764  C86 1.090
95 H 1.4363 -9.2320 3.1180  C87 1.090
96 H -0.9240 -7.5000 2.6678  C88 1.090
97 H 0.6420 -7.1540 1.8817  C88 1.090
98 H 0.8816 -5.2466 4.9527  C90 1.090
99 H -0.6966 -5.5281 4.2766  C90 1.090
100 H 0.5037 -5.0447 3.1048  C90 1.090
101 H -1.3896 -9.7247 3.0537  N91 1.010
102 H -0.5798 -9.2362 4.3176  N91 1.010
103 C 1.5700 -4.6931 -2.1285  C104 1.478, H109 1.090, H110 1.090, H111 1.090
104 C 1.5455 -4.7288 -0.6512  C103 1.478, C105 1.558, N108 1.445, H112 1.090
105 C 2.9840 -4.4120 -0.1430  C104 1.558, O106 1.428, H113 1.090, H114 1.090
106 O 4.0085 -5.3664 -0.4221  C105 1.428, C107 1.398
107 C 3.9005 -6.5801 0.2623  O106 1.398, H115 1.090, H116 1.090, H117 1.090
108 N 0.6835 -3.7321 -0.0584  C104 1.445, H118 1.010, H119 1.010
109 H 1.6416 -3.6703 -2.4984  C103 1.090
110 H 0.6282 -5.1485 -2.4347  C103 1.090
111 H 2.3955 -5.2688 -2.5472  C103 1.090
112 H 1.1692 -5.6662 -0.2418  C104 1.090
113 H 3.0325 -4.0387 0.8800  C105 1.090
114 H 3.2710 -3.4297 -0.5180  C105 1.090
115 H 4.7395 -7.2426 0.0494  C107 1.090
116 H 2.9840 -7.1373 0.0681  C107 1.090
117 H 4.0351 -6.3082 1.3092  C107 1.090
118 H 0.9487 -2.7723 -0.2269  N108 1.010
119 H -0.2411 -3.8248 -0.4542  N108 1.010
120 C 0.8487 -1.9386 4.6800  C121 1.534, H126 1.090, H127 1.090, H128 1.090
121 C -0.3624 -2.0829 5.6097  C120 1.534, C122 1.520, N125 1.432, H129 1.090
122 C -0.1143 -1.5554 7.0134  C121 1.520, O123 1.482, H130 1.090, H131 1.090
123 O -1.1112 -1.9931 8.0190  C122 1.482, C124 1.400
124 C -0.8742 -1.4269 9.2768  O123 1.400, H132 1.090, H133 1.090, H134 1.090
125 N -1.5806 -1.5517 5.0769  C121 1.432, H135 1.010, H136 1.010
126 H 1.2270 -0.9167 4.7066  C120 1.090
127 H 0.5552 -2.0876 3.6408  C120 1.090
128 H 1.6657 -2.6475 4.8144  C120 1.090
129 H -0.4853 -3.1653 5.6458  C121 1.090
130 H 0.0222 -0.4740 7.0187  C122 1.090
131 H 0.8141 -1.9736 7.4023  C122 1.090
132 H -0.0332 -1.9000 9.7837  C124 1.090
133 H -1.6851 -1.6267 9.9771  C124 1.090
134 H -0.7892 -0.3498 9.1328  C124 1.090
135 H -1.5228 -0.5472 4.9894  N125 1.010
136 H -2.3003 -1.7581 5.7547  N125 1.010
137 C 0.6823 6.5255 4.3819  C138 1.475, H143 1.090, H144 1.090, H145 1.090
138 C 2.0496 7.0496 4.5582  C137 1.475, C139 1.566, N142 1.483, H146 1.090
139 C 3.2447 6.3142 3.8640  C138 1.566, O140 1.424, H147 1.090, H148 1.090
140 O 3.4999 5.0089 4.3717  C139 1.424, C141 1.453
141 C 2.9906 3.9607 3.5034  O140 1.453, H149 1.090, H150 1.090, H151 1.090
142 N 1.9831 8.4980 4.2484  C138 1.483, H152 1.010, H153 1.010
143 H -0.0177 7.2448 4.8070  C137 1.090
144 H 0.5630 5.5523 4.8581  C137 1.090
145 H 0.3753 6.2569 3.3711  C137 1.090
146 H 2.3227 6.9936 5.6120  C138 1.090
147 H 4.0769 6.8455 4.3258  C139 1.090
148 H 3.2267 6.4207 2.7793  C139 1.090
149 H 2.7610 3.0518 4.0595  C141 1.090
150 H 3.8132 3.7266 2.8277  C141 1.090
151 H 2.1100 4.2621 2.9361  C141 1.090
152 H 2.9129 8.8830 4.3333  N142 1.010
153 H 1.5635 8.8513 5.0964  N142 1.010
154 C -1.1355 2.1037 -4.9774  O155 1.438, H163 1.090, H164 1.090, H165 1.090
155 O -2.3074 2.1399 -4.1455  C154 1.438, C156 1.416
156 C -2.3765 3.3836 -3.4716  O155 1.416, C157 1.534, H166 1.090, H167 1.090
157 C -3.5855 3.4108 -2.5270  C156 1.534, N158 1.459, H168 1.090, H169 1.090
158 N -3.5130 2.3677 -1.5102  C157 1.459, C159 1.450, H170 1.010
159 C -4.7961 2.2337 -0.8472  N158 1.450, C160 1.582, H171 1.090, H172 1.090
160 C -5.7150 1.1853 -1.5956  C159 1.582, O161 1.433, H173 1.090, H174 1.090
161 O -5.1270 -0.0986 -1.3522  C160 1.433, C162 1.429
162 C -5.8615 -1.2136 -1.8607  O161 1.429, H175 1.090, H176 1.090, H177 1.090
163 H -1.0136 1.1204 -5.4316  C154 1.090
164 H -0.1602 2.3359 -4.5497  C154 1.090
165 H -1.2174 2.7990 -5.8129  C154 1.090
166 H -2.4794 4.2401 -4.1378  C156 1.090
167 H -1.4476 3.4842 -2.9102  C156 1.090
168 H -4.5476 3.2256 -3.0045  C157 1.090
169 H -3.6010 4.4144 -2.1022  C157 1.090
170 H -3.0957 1.4842 -1.7656  N158 1.010
171 H -5.1809 3.2368 -0.6632  C159 1.090
172 H -4.5782 1.8023 0.1298  C159 1.090
173 H -5.6694 1.4461 -2.6530  C160 1.090
174 H -6.7618 1.2073 -1.2927  C160 1.090
175 H -5.9802 -1.0897 -2.9371  C162 1.090
176 H -6.8489 -1.3458 -1.4182  C162 1.090
177 H -5.3399 -2.1690 -1.8032  C162 1.090
178 C 0.6847 5.1815 -4.2607  O179 1.394, H187 1.090, H188 1.090, H189 1.090
179 O 1.6427 6.0626 -4.7599  C178 1.394, C180 1.450
180 C 2.5591 5.4563 -5.7064  O179 1.450, C181 1.523, H190 1.090, H191 1.090
181 C 3.6748 6.4249 -6.0752  C180 1.523, N182 1.444, H192 1.090, H193 1.090
182 N 3.1762 7.5843 -6.7769  C181 1.444, C183 1.454, H194 1.010
183 C 4.1580 8.6450 -6.6196  N182 1.454, C184 1.555, H195 1.090, H196 1.090
184 C 3.9065 9.7901 -7.6405  C183 1.555, O185 1.434, H197 1.090, H198 1.090
185 O 5.0189 10.6677 -7.4184  C184 1.434, C186 1.417
186 C 5.0786 11.4669 -6.2503  O185 1.417, H199 1.090, H200 1.090, H201 1.090
187 H -0.1239 5.7174 -3.7637  C178 1.090
188 H 1.0821 4.4256 -3.5832  C178 1.090
189 H 0.1221 4.6523 -5.0297  C178 1.090
190 H 1.9836 5.1859 -6.5918  C180 1.090
191 H 2.9163 4.5590 -5.2011  C180 1.090
192 H 4.4274 5.9292 -6.6884  C181 1.090
193 H 4.1918 6.6907 -5.1531  C181 1.090
194 H 2.3686 7.8442 -6.2288  N182 1.010
195 H 5.2161 8.3837 -6.6060  C183 1.090
196 H 3.9836 9.0766 -5.6340  C183 1.090
197 H 2.9220 10.2446 -7.5293  C184 1.090
198 H 3.9593 9.3250 -8.6248  C184 1.090
199 H 5.3590 10.8005 -5.4346  C186 1.090
200 H 4.0571 11.7802 -6.0347  C186 1.090
201 H 5.6822 12.3732 -6.2989  C186 1.090
202 C -3.5181 0.6559 7.0659  O203 1.463, H211 1.090, H212 1.090, H213 1.090
203 O -4.4290 1.2407 8.0498  C202 1.463, C204 1.412
204 C -5.6323 1.8480 7.6275  O203 1.412, C205 1.528, H214 1.090, H215 1.090
205 C -6.6763 0.8627 7.1026  C204 1.528, N206 1.460, H216 1.090, H217 1.090
206 N -7.9781 1.4863 6.8861  C205 1.460, C207 1.447, H218 1.010
207 C -7.9601 2.5636 5.9206  N206 1.447, C208 1.573, H219 1.090, H220 1.090
208 C -7.7962 2.1146 4.4218  C207 1.573, O209 1.414, H221 1.090, H222 1.090
209 O -6.4447 1.8715 4.0859  C208 1.414, C210 1.465
210 C -6.0921 1.7369 2.6707  O209 1.465, H223 1.090, H224 1.090, H225 1.090
211 H -2.7178 1.3733 6.8844  C202 1.090
212 H -4.1061 0.4142 6.1806  C202 1.090
213 H -3.0141 -0.2170 7.4807  C202 1.090
214 H -5.3482 2.5066 6.8068  C204 1.090
215 H -6.1368 2.4660 8.3701  C204 1.090
216 H -6.8672 0.0607 7.8157  C205 1.090
217 H -6.3195 0.4546 6.1570  C205 1.090
218 H -8.7018 0.8254 6.6420  N206 1.010
219 H -7.3087 3.3988 6.1782  C207 1.090
220 H -8.9955 2.9034 5.9469  C207 1.090
221 H -8.2827 2.7728 3.7019  C208 1.090
222 H -8.3521 1.1937 4.2461  C208 1.090
223 H -5.0524 2.0052 2.4829  C210 1.090
224 H -6.7106 2.3699 2.0345  C210 1.090
225 H -6.2885 0.6839 2.4685  C210 1.090
226 C 6.3012 -2.4632 -2.8559  O227 1.436, H235 1.090, H236 1.090, H237 1.090
227 O 5.7791 -2.4155 -4.1924  C226 1.436, C228 1.454
228 C 4.3255 -2.4497 -4.2107  O227 1.454, C229 1.525, H238 1.090, H239 1.090
229 C 3.6598 -2.3079 -5.5751  C228 1.525, N230 1.472, H240 1.090, H241 1.090
230 N 3.5923 -3.6075 -6.2634  C229 1.472, C231 1.494, H242 1.010
231 C 2.4119 -4.4323 -5.8659  N230 1.494, C232 1.490, H243 1.090, H244 1.090
232 C 2.4448 -5.8111 -6.4288  C231 1.490, O233 1.407, H245 1.090, H246 1.090
233 O 3.4774 -6.5255 -5.7933  C232 1.407, C234 1.484
234 C 3.7605 -7.8809 -6.3261  O233 1.484, H247 1.090, H248 1.090, H249 1.090
235 H 6.0223 -3.4651 -2.5298  C226 1.090
236 H 5.8365 -1.7396 -2.1862  C226 1.090
237 H 7.3690 -2.2763 -2.9702  C226 1.090
238 H 4.0984 -1.5243 -3.6815  C228 1.090
239 H 3.8674 -3.1854 -3.5497  C228 1.090
240 H 4.3390 -1.7002 -6.1730  C229 1.090
241 H 2.6972 -1.8272 -5.4007  C229 1.090
242 H 4.3946 -4.1141 -5.9173  N230 1.010
243 H 1.5215 -3.8599 -6.1258  C231 1.090
244 H 2.2457 -4.5978 -4.8014  C231 1.090
245 H 2.6030 -5.8244 -7.5071  C232 1.090
246 H 1.4543 -6.2160 -6.2211  C232 1.090
247 H 3.9396 -7.9243 -7.4004  C234 1.090
248 H 2.8552 -8.4233 -6.0535  C234 1.090
249 H 4.6034 -8.3740 -5.8417  C234 1.090
250 C 6.2969 -2.6832 -8.3529  O251 1.412, H259 1.090, H260 1.090, H261 1.090
251 O 5.3798 -1.7270 -8.8408  C250 1.412, C252 1.425
252 C 5.7953 -0.3819 -8.6200  O251 1.425, C253 1.500, H262 1.090, H263 1.090
253 C 4.7607 0.5727 -9.1372  C252 1.500, N254 1.483, H264 1.090, H265 1.090
254 N 3.5216 0.6016 -8.3227  C253 1.483, C255 1.489, H266 1.010
255 C 2.4831 1.4843 -8.9216  N254 1.489, C256 1.506, H267 1.090, H268 1.090
256 C 1.2444 1.6920 -8.0899  C255 1.506, O257 1.427, H269 1.090, H270 1.090
257 O 1.5655 2.3982 -6.8922  C256 1.427, C258 1.374
258 C 1.9427 1.5289 -5.8968  O257 1.374, H271 1.090, H272 1.090, H273 1.090
259 H 5.8810 -3.6541 -8.6220  C250 1.090
260 H 6.3203 -2.7959 -7.2690  C250 1.090
261 H 7.3029 -2.5852 -8.7611  C250 1.090
262 H 6.7818 -0.1657 -9.0301  C252 1.090
263 H 5.8734 -0.1780 -7.5521  C252 1.090
264 H 4.5584 0.3074 -10.1749  C253 1.090
265 H 5.2120 1.5644 -9.1681  C253 1.090
266 H 3.0771 -0.3053 -8.3328  N254 1.010
267 H 2.2733 1.1908 -9.9502  C255 1.090
268 H 3.0954 2.3857 -8.9482  C255 1.090
269 H 0.8710 0.7042 -7.8198  C256 1.090
270 H 0.4056 2.1445 -8.6188  C256 1.090
271 H 1.8246 2.0477 -4.9455  C258 1.090
272 H 2.9330 1.0745 -5.9256  C258 1.090
273 H 1.1478 0.8335 -5.6272  C258 1.090
274 C 0.3983 -0.7790 -2.7609  O275 1.376, H283 1.090, H284 1.090, H285 1.090
275 O -0.0027 -0.9139 -1.4513  C274 1.376, C276 1.439
276 C -1.3386 -0.4481 -1.1892  O275 1.439, C277 1.515, H286 1.090, H287 1.090
277 C -1.5744 -0.5096 0.3063  C276 1.515, N278 1.447, H288 1.090, H289 1.090
278 N -0.7638 0.4335 1.0456  C277 1.447, C279 1.474, H290 1.010
279 C -1.1228 0.4288 2.4756  N278 1.474, C280 1.560, H291 1.090, H292 1.090
280 C -0.1742 1.2757 3.3788  C279 1.560, O281 1.425, H293 1.090, H294 1.090
281 O -0.6798 1.1330 4.7037  C280 1.425, C282 1.436
282 C 0.0436 1.9976 5.5935  O281 1.436, H295 1.090, H296 1.090, H297 1.090
283 H 0.3041 0.2577 -3.0839  C274 1.090
284 H -0.0736 -1.3947 -3.5266  C274 1.090
285 H 1.4861 -0.8430 -2.7900  C274 1.090
286 H -2.0731 -0.9996 -1.7761  C276 1.090
287 H -1.3314 0.5963 -1.5013  C276 1.090
288 H -1.0820 -1.4053 0.6848  C277 1.090
289 H -2.6127 -0.4300 0.6285  C277 1.090
290 H 0.1848 0.1013 0.9459  N278 1.010
291 H -1.1607 -0.6087 2.8077  C279 1.090
292 H -2.1446 0.7879 2.5979  C279 1.090
293 H -0.1940 2.2803 2.9562  C280 1.090
294 H 0.8708 0.9656 3.3788  C280 1.090
295 H -0.1721 3.0224 5.2913  C282 1.090
296 H 1.1099 1.8269 5.4450  C282 1.090
297 H -0.2483 1.8465 6.6327  C282 1.090
298 C -1.2093 -1.6117 -7.3725  O299 1.410, H307 1.090, H308 1.090, H309 1.090
299 O -1.2300 -1.9682 -6.0089  C298 1.410, C300 1.409
300 C -1.7008 -3.2920 -5.9075  O299 1.409, C301 1.590, H310 1.090, H311 1.090
301 C -1.7527 -3.7314 -4.3806  C300 1.590, N302 1.501, H312 1.090, H313 1.090
302 N -2.3388 -5.0699 -4.0365  C301 1.501, C303 1.476, H314 1.010
303 C -3.5079 -5.5411 -4.8042  N302 1.476, C304 1.548, H315 1.090, H316 1.090
304 C -4.7604 -4.6625 -4.5683  C303 1.548, O305 1.475, H317 1.090, H318 1.090
305 O -5.8832 -5.5123 -5.0085  C304 1.475, C306 1.392
306 C -7.0516 -4.7553 -5.0198  O305 1.392, H319 1.090, H320 1.090, H321 1.090
307 H -0.6086 -2.2413 -8.0289  C298 1.090
308 H -0.9175 -0.5624 -7.4160  C298 1.090
309 H -2.2422 -1.6152 -7.7206  C298 1.090
310 H -1.0736 -4.0695 -6.3437  C300 1.090
311 H -2.7441 -3.3544 -6.2169  C300 1.090
312 H -2.2691 -2.9134 -3.8783  C301 1.090
313 H -0.7567 -3.7651 -3.9390  C301 1.090
314 H -1.6077 -5.7560 -4.1584  N302 1.010
315 H -3.8539 -6.5096 -4.4430  C303 1.090
316 H -3.2732 -5.5171 -5.8684  C303 1.090
317 H -4.7092 -3.8021 -5.2356  C304 1.090
318 H -4.8938 -4.3653 -3.5281  C304 1.090
319 H -7.8874 -5.4524 -4.9600  C306 1.090
320 H -7.2327 -4.4123 -6.0384  C306 1.090
321 H -7.2073 -3.8972 -4.3659  C306 1.090
322 C 2.6473 3.8515 7.4403  O323 1.436, H331 1.090, H332 1.090, H333 1.090
323 O 1.3031 3.6371 7.8973  C322 1.436, C324 1.422
324 C 1.1575 2.6228 8.8832  O323 1.422, C325 1.507, H334 1.090, H335 1.090
325 C 1.3618 3.2596 10.2335  C324 1.507, N326 1.487, H336 1.090, H337 1.090
326 N 0.4385 4.3925 10.5103  C325 1.487, C327 1.460, H338 1.010
327 C -0.9168 3.8889 10.7159  N326 1.460, C328 1.527, H339 1.090, H340 1.090
328 C -1.8460 5.0927 10.8561  C327 1.527, O329 1.492, H341 1.090, H342 1.090
329 O -2.1132 5.7362 9.5369  C328 1.492, C330 1.437
330 C -2.5045 4.8808 8.4505  O329 1.437, H343 1.090, H344 1.090, H345 1.090
331 H 2.9385 2.9448 6.9100  C322 1.090
332 H 3.3699 3.9907 8.2444  C322 1.090
333 H 2.7212 4.6615 6.7147  C322 1.090
334 H 1.8281 1.7898 8.6721  C324 1.090
335 H 0.1563 2.2036 8.7838  C324 1.090
336 H 2.3879 3.6236 10.2875  C325 1.090
337 H 1.3364 2.4747 10.9894  C325 1.090
338 H 0.4641 5.0621 9.7546  N326 1.010
339 H -0.8396 3.3521 11.6614  C327 1.090
340 H -1.2901 3.1471 10.0099  C327 1.090
341 H -1.4234 5.8098 11.5598  C328 1.090
342 H -2.7615 4.7761 11.3558  C328 1.090
343 H -3.4665 4.4435 8.7176  C330 1.090
344 H -1.7478 4.1460 8.1756  C330 1.090
345 H -2.7592 5.5325 7.6148  C330 1.090

Atom charges from the Löwdin analysis, given in e for atoms 1 to 6: C -0.03; C -0.41; C -0.15; O -0.21; C -0.12; N 0.06